# 1
Entry from OMol25: C34H33AsINO6P as an isolated structure at a distorted geometry (wB97M-V/def2-TZVPD).

Cartesian coordinates (Å):
C1 -0.2526 2.3763 -4.6601
C2 0.4608 1.6922 -5.9838
O1 -0.1849 0.6336 -6.5423
N1 1.7816 2.1103 -6.5903
C3 2.9129 2.1195 -5.5707
C4 3.7269 0.6979 -5.4761
C5 2.9291 -0.5113 -4.7100
C6 3.3915 -0.7576 -3.1457
As1 2.1692 0.2652 -1.8494
P1 3.8664 1.7341 -1.4000
O2 3.1659 3.3534 -1.5633
I1 4.6619 1.4753 0.9354
H1 -0.9150 1.5187 -4.1705
H2 -0.9201 3.2934 -5.0285
H3 0.5079 2.8248 -3.8837
H4 1.7082 3.0120 -7.1112
H5 3.6984 2.9215 -5.9782
H6 2.5790 2.5490 -4.5090
H7 4.7594 0.8812 -4.9152
H8 4.0353 0.3191 -6.5621
H9 3.2013 -1.5144 -5.2961
H10 1.7619 -0.4319 -4.7281
H11 3.1748 -1.9070 -2.9080
H12 4.5375 -0.5368 -2.9493
H13 2.6392 -0.6077 -0.6450
H14 1.1847 1.0272 -0.8922
H15 1.7513 1.1811 -3.0270
H16 1.0412 -0.7601 -2.1296
H17 2.6894 3.4179 -2.4595
C7 2.9101 -1.2907 1.5135
C8 3.3270 -2.3924 0.7669
C9 2.7951 -3.6558 1.0298
C10 1.8517 -3.8205 2.0513
C11 1.4534 -2.7233 2.8140
C12 1.9752 -1.4530 2.5369
C13 0.4964 -2.8940 3.9262
O3 0.1432 -1.9301 4.5943
C14 -0.0217 -4.2435 4.2269
C15 -0.8848 -4.4291 5.3148
C16 -1.3900 -5.6998 5.5982
C17 -1.0433 -6.7842 4.7927
C18 -0.1794 -6.6033 3.7116
C19 0.3400 -5.3318 3.4344
C20 1.2812 -5.1574 2.3105
O4 1.5900 -6.1108 1.6049
H18 3.3178 -0.3044 1.3026
H19 4.0651 -2.2679 -0.0223
H20 3.1213 -4.5104 0.4394
H21 1.6586 -0.5895 3.1192
H22 -1.1629 -3.5871 5.9468
H23 -2.0558 -5.8426 6.4466
H24 -1.4424 -7.7729 5.0088
H25 0.0907 -7.4555 3.0902
C21 -6.4072 4.6571 -0.0864
C22 -7.0340 3.4201 0.0619
C23 -6.3638 2.3683 0.6885
C24 -5.0573 2.5503 1.1580
C25 -4.4218 3.7796 0.9878
C26 -5.1026 4.8394 0.3744
C27 -3.0264 3.9679 1.4345
O5 -2.4687 5.0486 1.2886
C28 -2.3106 2.8333 2.0512
C29 -0.9689 2.9807 2.4266
C30 -0.2884 1.9168 3.0227
C31 -0.9465 0.7091 3.2536
C32 -2.2814 0.5577 2.8756
C33 -2.9617 1.6192 2.2642
C34 -4.3626 1.4375 1.8355
O6 -4.9403 0.3749 2.0339
H26 -6.9329 5.4796 -0.5665
H27 -8.0463 3.2743 -0.3087
H28 -6.8613 1.4069 0.8053
H29 -4.6177 5.8061 0.2503
H30 -0.4487 3.9213 2.2527
H31 0.7549 2.0317 3.3086
H32 -0.4188 -0.1175 3.7245
H33 -2.7872 -0.3897 3.0546

- Spin multiplicity: 1
- Relative energy (zero: lowest compared OMol25 entry of this formula, charge and spin): 107.7 kcal/mol
- Orbital gap: 4.5711 eV
- Charge: -1
- Energy: -127791.17637 eV

=====

# 2
Entry from OMol25: one molecule with the formula C2H2N2O2 at a distorted geometry (wB97M-V/def2-TZVPD).

Cartesian coordinates (Å):
C1 1.2462 -1.7653 0.0005
C2 2.0484 0.4654 -0.0636
N1 0.2429 -0.8386 -0.0131
N2 0.7543 0.5106 0.0525
O1 1.2735 -2.9356 -0.0308
O2 2.9392 1.2440 0.0213
H1 -0.7504 -1.1185 0.2826
H2 0.0344 1.3718 -0.1826

- Spin multiplicity: 1
- Relative energy (zero: lowest compared OMol25 entry of this formula, charge and spin): 102.0 kcal/mol
- Orbital gap (spin up / spin down): 8.2520 / 8.1746 eV
- Energy: -9177.36380 eV

=====

# 3
Entry from OMol25: one molecule with the formula C3H5N3O at a distorted geometry (wB97M-V/def2-TZVPD).

Cartesian coordinates (Å):
C1 1.2376 -0.5457 0.2358
C2 0.1947 -0.3175 -0.6609
N1 0.3118 -0.0346 -2.0113
O1 -1.1784 -0.3547 -0.2790
N2 -1.6409 0.0106 1.1177
C3 -0.7635 0.9040 1.7408
N3 -1.7449 1.4286 1.1970
H1 2.2324 -0.3756 -0.1492
H2 0.9672 -0.8561 1.2895
H3 0.9378 -0.7646 -2.4617
H4 -0.5275 0.0684 -2.4472
H5 -0.0264 0.8372 2.4286

- Spin multiplicity: 1
- Structure (SMILES): C=C(N)ON1C=N1
- Relative energy (zero: lowest compared OMol25 entry of this formula, charge and spin): 151.1 kcal/mol
- Orbital gap: 9.2211 eV
- Energy: -9704.03199 eV

=====

# 4
Entry from OMol25: C14H23Cl2O2P2Sm as an isolated structure at a distorted geometry (wB97M-V/def2-TZVPD).

Cartesian coordinates (Å):
C1 0.5883 -3.4917 -2.5890
C2 0.4075 -2.3476 -1.6401
H1 -0.3715 -3.9459 -2.8452
H2 1.3223 -4.2605 -2.2649
H3 0.9761 -2.9954 -3.5079
O1 -0.6174 -1.6620 -1.5486
Cl1 1.9238 -1.7288 -0.9622
Sm1 0.4281 2.1418 -0.2286
P1 -0.0596 1.4195 -3.1544
C3 -1.6610 1.8365 -3.9590
C4 0.9612 2.8217 -3.7812
H4 1.4299 -0.3149 -3.9598
H5 0.5993 0.4457 -5.3438
H6 -0.2638 -0.7220 -4.3060
C5 0.4723 0.0925 -4.3051
H7 1.9912 2.6873 -3.4238
H8 0.9596 2.8523 -4.8796
H9 -1.5656 2.0122 -5.0425
H10 -2.0875 2.7311 -3.4939
H11 0.5770 3.7725 -3.3873
H12 -2.3699 1.0154 -3.7996
C6 -1.8697 1.2545 -0.7022
O2 -2.9853 1.0784 -0.9980
Cl2 1.8020 4.0832 0.4182
C7 -2.0231 -0.8210 1.8871
P2 -0.5940 0.3252 1.9614
C8 -1.2767 1.8481 2.7629
C9 0.4060 -0.4680 3.2782
C10 1.6116 -1.1165 2.9438
C11 2.3908 -1.7399 3.9241
C12 1.9738 -1.7210 5.2646
C13 0.7502 -1.1174 5.6039
C14 -0.0250 -0.5154 4.6121
H13 -2.6789 -0.5527 1.0467
H14 -2.6034 -0.8263 2.8236
H15 -1.6200 -1.8289 1.7113
H16 -1.6585 1.5940 3.7623
H17 -0.4951 2.6218 2.8654
H18 -2.1021 2.2561 2.1553
H19 1.9552 -1.1207 1.8952
H20 3.3454 -2.2378 3.6528
H21 2.6047 -2.1831 6.0338
H22 0.4232 -1.1185 6.6424
H23 -0.9717 -0.0538 4.8775

- ⟨S²⟩: 8.7817
- Spin multiplicity: 6
- Orbital gap (spin up / spin down): 5.2125 / 6.5796 eV
- Charge: +2
- Energy: -80498.23314 eV

=====

# 5
Entry from OMol25: a 2-piece molecular cluster, C2H9O4P2 overall at a distorted geometry (wB97M-V/def2-TZVPD).

Cartesian coordinates (Å):
C1 -1.3640 -0.3432 -1.6651
C2 -1.0124 -0.5249 -0.3537
P1 -0.9285 0.8366 0.7598
P2 0.8935 2.0194 0.3572
O1 0.8387 3.1120 1.3055
O2 0.8582 2.4269 -1.1687
O3 2.0856 1.0000 0.5654
H1 -0.6469 -0.5825 -2.4473
H2 -2.3511 -0.0105 -1.9804
H3 -0.8030 -1.5145 0.0621
H4 -0.7113 0.3289 2.0431
H5 -2.0463 1.6839 0.7395
H6 1.1791 1.7155 -1.7446
H7 1.9397 0.1181 0.1848
O4 0.6421 -3.0454 1.0048
H8 0.6298 -3.8306 0.4461
H9 0.7969 -3.3897 1.8915

- Spin multiplicity: 1
- Orbital gap: 8.2233 eV
- Charge: +1
- Energy: -28979.60587 eV

=====

# 6
Entry from OMol25: a 2-piece molecular cluster, C2H5BrSi overall at a distorted geometry (wB97M-V/def2-TZVPD).

Cartesian coordinates (Å):
C1 1.9224 -0.4752 0.1815
C2 1.0195 0.4224 -0.1281
Si1 -2.0771 -0.0146 -0.0868
Br1 1.3522 2.2150 -0.4774
H1 2.8973 -0.2319 0.4683
H2 1.6592 -1.5897 0.2028
H3 -2.1491 -1.0825 -0.9265
H4 -1.8523 -0.3923 1.3575
H5 -2.7721 1.1487 -0.5912

- Spin multiplicity: 1
- Relative energy (zero: lowest compared OMol25 entry of this formula, charge and spin): 121.6 kcal/mol
- Orbital gap (spin up / spin down): 7.5626 / 6.6990 eV
- Energy: -80069.92962 eV

=====

# 7
Entry from OMol25: an isolated ion of composition C11H16NO2S and charge +1 at a distorted geometry (wB97M-V/def2-TZVPD).

Cartesian coordinates (Å):
C1 -2.8100 -0.4208 -0.9662
C2 -3.3871 -0.1514 0.2750
C3 -1.2279 -0.0296 1.2767
C4 -1.4498 -0.5579 -1.1088
C5 -2.6240 0.0588 1.4048
C6 -0.7014 -0.2860 0.0426
C7 -0.5822 -1.0041 -2.1460
C8 0.6530 -1.5402 -1.4627
C9 -3.0877 0.2912 2.8181
C10 4.1385 0.2829 1.0724
C11 2.1495 1.3835 -1.7130
N1 0.6535 -0.6052 -0.2166
O1 1.2879 1.5410 0.8985
O2 2.9390 -0.3131 0.4108
S1 1.7876 0.6039 -0.0756
H1 -3.5076 -0.6847 -1.9007
H2 -4.4629 -0.1106 0.4253
H3 -0.6123 -0.0101 2.1760
H4 -1.1013 -1.6492 -2.8325
H5 -0.2622 -0.1886 -2.8132
H6 0.5605 -2.5657 -1.2436
H7 1.5558 -1.1949 -1.9621
H8 -2.2727 0.0641 3.6033
H9 -3.3870 1.4007 2.9320
H10 -3.9310 -0.3307 3.0023
H11 3.8076 0.6710 1.9369
H12 4.8400 -0.5136 1.3302
H13 4.5631 1.0852 0.4140
H14 3.2211 1.3068 -1.8642
H15 1.3509 1.0178 -2.3381
H16 1.8990 2.4493 -1.3758

- Spin multiplicity: 1
- Relative energy (zero: lowest compared OMol25 entry of this formula, charge and spin): 54.1 kcal/mol
- Orbital gap: 9.0226 eV
- Charge: +1
- Energy: -28077.25241 eV

=====

- Which of these has the highest spin multiplicity?
  C14H23Cl2O2P2Sm

=====

- The highest energy belongs to which entry?
  C2H2N2O2